[1]
98
Properties=species:S:1:pos:R:3:mulliken_charge:R:1 method="wB97M-V/def2-TZVPD" charge=-1 homo_lumo_gap_ev=6.1 energy_ev=-69223.72492 max_force_ha_per_bohr=0.1616 spin_multiplicity=1
N 1.44524 1.60391 -1.12820 -0.36
C 1.02863 0.97848 -2.46031 -0.85
P -0.91072 0.79747 -2.41124 1.45
F -0.84382 -0.40500 -1.13463 -0.48
C -2.83082 0.88101 -2.37950 -0.58
C -3.44144 2.33292 -1.92428 -0.42
C -2.71017 3.63770 -2.59645 0.40
O -2.77748 3.90170 -3.90375 -0.54
O -1.88655 4.57938 -1.76804 -0.54
H 1.12917 1.01325 -0.32816 0.11
H 1.11493 2.59039 -1.04316 0.15
H 1.31992 1.76293 -3.30159 0.29
H 1.56670 -0.05685 -2.65848 0.17
H -0.90251 1.85746 -1.43604 -0.51
H -0.93486 1.70389 -3.54089 -0.37
H -0.88892 -0.29345 -3.36760 -0.26
H -3.26186 0.53008 -3.43586 0.30
H -3.25744 0.08406 -1.59966 0.16
H -4.58537 2.38581 -2.26132 0.37
H -3.43680 2.37337 -0.75452 0.25
H -1.10701 4.05828 -1.41266 0.37
N 6.44170 1.18681 -4.09614 -0.59
C 5.31496 0.77550 -3.47436 -0.27
C 4.65418 1.51615 -2.50743 -0.01
C 5.18119 2.75314 -2.15160 -0.32
C 6.34159 3.20329 -2.77285 -0.36
C 6.92865 2.39264 -3.73103 -0.23
H 4.94484 -0.19752 -3.78404 0.39
H 3.75086 1.13752 -2.04277 0.28
H 4.69171 3.36153 -1.39666 0.41
H 6.77769 4.16239 -2.51748 0.35
H 7.83357 2.70130 -4.24693 0.33
N 1.53076 0.35237 2.15385 -0.07
C 1.58559 1.17265 3.22600 -0.67
C 1.32468 0.76302 4.52380 -0.08
C 0.98250 -0.56803 4.73761 -0.09
C 0.91584 -1.43680 3.65322 -0.83
C 1.19762 -0.93461 2.39293 -0.37
H 1.85366 2.20219 3.00726 0.38
H 1.38631 1.46484 5.34775 0.45
H 0.76977 -0.92559 5.74088 0.37
H 0.65155 -2.47971 3.78648 0.48
H 1.16265 -1.57385 1.51517 0.50
N 1.64170 3.48085 6.75749 -0.35
C 0.51496 3.06954 7.37927 0.07
C -0.14582 3.81019 8.34620 -0.65
C 0.38119 5.04718 8.70204 -0.11
C 1.54159 5.49733 8.08079 -0.43
C 2.12865 4.68668 7.12260 -0.32
H 0.14484 2.09652 7.06959 0.29
H -1.04914 3.43156 8.81087 0.32
H -0.10829 5.65557 9.45697 0.37
H 1.97769 6.45643 8.33615 0.34
H 3.03357 4.99534 6.60670 0.38
N -0.01459 2.01656 -5.81874 -0.15
C 0.99328 1.75113 -6.67845 -0.12
C 0.81079 1.52316 -8.03302 -0.64
C -0.48409 1.56553 -8.53898 -0.09
C -1.54322 1.83462 -7.67819 -0.74
C -1.26039 2.05292 -6.33943 0.04
H 1.98450 1.72561 -6.23516 0.40
H 1.65762 1.31712 -8.67775 0.35
H -0.66651 1.39059 -9.59528 0.36
H -2.56394 1.87403 -8.04127 0.35
H -2.05250 2.27035 -5.62838 0.20
N 6.99303 -1.02200 3.34551 -0.59
C 6.08967 -0.38033 2.57250 -0.43
C 4.72540 -0.61777 2.62290 -0.30
C 4.25640 -1.57418 3.51723 0.29
C 5.16240 -2.25320 4.32544 -0.58
C 6.50766 -1.94375 4.20531 -0.26
H 6.50504 0.35418 1.88868 0.40
H 4.04513 -0.07062 1.98016 0.49
H 3.19375 -1.78855 3.58413 0.26
H 4.82882 -3.00458 5.03214 0.36
H 7.25363 -2.44373 4.81674 0.34
N -1.76069 -4.40273 -0.40063 -0.57
C -1.91530 -3.30856 -1.17795 -0.34
C -2.95067 -3.14755 -2.08473 -0.22
C -3.88396 -4.17156 -2.20668 -0.40
C -3.75055 -5.31182 -1.42110 -0.46
C -2.68332 -5.37935 -0.53998 -0.31
H -1.15991 -2.53896 -1.04855 0.67
H -3.02724 -2.24587 -2.68168 0.40
H -4.70859 -4.08183 -2.90781 0.39
H -4.46083 -6.12768 -1.49287 0.43
H -2.53800 -6.24704 0.09745 0.38
N -7.10445 -4.86755 -0.34301 -0.42
C -6.34570 -5.02272 0.76405 -0.16
C -6.73436 -5.76672 1.86657 -0.52
C -7.97860 -6.38755 1.83622 -0.18
C -8.78374 -6.24478 0.71084 -0.35
C -8.30656 -5.48351 -0.34400 -0.25
H -5.38509 -4.51642 0.74091 0.47
H -6.08296 -5.85947 2.72816 0.35
H -8.31808 -6.97795 2.68229 0.35
H -9.75879 -6.71550 0.65636 0.34
H -8.89618 -5.34520 -1.24596 0.36

[2]
82
Properties=species:S:1:pos:R:3:mulliken_charge:R:1 method="wB97M-V/def2-TZVPD" e_above_lowest_ev=0.3009 charge=+3 homo_lumo_gap_ev="7.8 / 5.2" energy_ev=-101032.81815 s2=6.0676 max_force_ha_per_bohr=0.0680 spin_multiplicity=5
Pd -0.79599 1.80378 1.88431 0.52
F 2.13042 -1.67498 -3.19533 -0.32
C 1.14794 -2.06963 -2.33892 0.08
C 0.73483 -1.22457 -1.33135 -0.95
C -0.22701 -1.66843 -0.41412 0.36
C -0.71865 -0.80602 0.65388 1.37
O -0.18760 0.35169 0.63285 -0.80
C -1.83056 -1.36586 1.47212 -0.13
C -2.21211 -2.64040 1.28288 -0.72
N -1.49443 -3.51182 0.50437 0.42
C -1.74969 -4.90947 0.60507 -0.53
C -0.61381 -5.84251 0.87779 -0.41
C -1.62295 -5.57738 1.98649 -0.81
C -0.69717 -2.98801 -0.51306 -0.66
C -0.40441 -3.77895 -1.63625 0.10
C 0.50587 -3.33464 -2.59015 -0.20
N 0.82807 -4.12953 -3.67078 0.25
C 1.06841 -3.48107 -4.96726 -0.54
C 0.81897 -4.49663 -6.08933 -0.92
N 1.77973 -5.62606 -5.84072 -0.08
C 1.54940 -6.34167 -4.51851 -0.89
C 0.56830 -5.56745 -3.63675 -0.73
C -2.79785 -0.61131 2.34569 0.52
O -3.93983 -1.00369 2.55112 -0.68
O -2.34028 0.50900 2.95206 -0.50
H 1.13520 -0.21848 -1.20580 0.64
H -3.11952 -2.98986 1.77217 0.61
H -2.58603 -5.30475 0.01133 0.49
H 0.37137 -5.39956 0.99777 0.26
H -0.80121 -6.78866 0.36366 0.29
H -1.26707 -4.88446 2.75613 0.30
H -2.31842 -6.38426 2.14828 0.31
H -0.90590 -4.75923 -1.67629 0.72
H 2.11751 -3.14040 -4.94077 0.39
H 0.44993 -2.58835 -5.05740 0.46
H 1.07565 -4.05052 -7.08836 0.40
H -0.19030 -4.91289 -6.07569 0.37
H 2.76459 -5.30166 -5.93091 0.39
H 1.62005 -6.31848 -6.59117 0.40
H 2.50787 -6.48415 -3.98032 0.39
H 1.15905 -7.31935 -4.75115 0.41
H 0.61672 -5.94820 -2.58591 0.50
H -0.51228 -5.77298 -3.96781 0.36
S 0.49287 1.45912 4.15964 0.00
C 1.09861 3.03937 3.89820 0.08
N 0.63506 3.99649 3.08362 0.09
C 1.52035 5.00184 2.93802 -0.21
C 1.35165 6.04032 1.98823 -0.18
C 2.23007 7.09054 2.06787 -0.69
C 3.25391 7.16729 3.04376 -0.54
C 3.49401 6.10421 3.86556 -0.53
C 2.64679 4.99024 3.82217 0.70
S 2.63659 3.53520 4.70600 -0.14
H 0.48149 6.05377 1.34256 0.47
H 2.07769 7.95960 1.41320 0.43
H 3.81606 8.09723 3.14425 0.44
H 4.31617 6.14403 4.57759 0.43
N -4.30298 1.52701 3.64601 -0.27
C -4.39850 2.97214 3.38574 -1.03
C -3.34742 3.55644 2.42954 -0.45
N -1.96177 3.28959 2.84511 -0.37
H -4.84921 0.99406 2.95489 0.42
H -4.65837 1.26746 4.57755 0.30
H -3.26390 1.11283 3.44410 0.27
H -4.32191 3.52408 4.31723 0.40
H -5.40043 3.18598 2.97977 0.40
H -3.51727 4.63745 2.39043 0.48
H -3.47312 3.17362 1.40045 0.21
H -1.85166 3.01008 3.83359 0.35
H -1.33511 4.07535 2.57268 0.38
F 4.47058 4.50302 -2.56829 -0.22
C 3.33099 4.15494 -1.96314 0.51
C 2.10503 4.52325 -2.50416 0.40
F 2.04278 5.18481 -3.71952 -0.26
C 0.91377 4.19701 -1.89360 0.04
F -0.23878 4.56493 -2.45255 -0.26
C 0.87331 3.45271 -0.67590 1.00
S -0.65144 3.33208 0.06907 -0.27
C 2.13547 3.03027 -0.17805 -0.27
F 2.18283 2.19869 0.90278 -0.41
C 3.33011 3.39832 -0.78161 0.16
F 4.51890 3.00648 -0.26664 -0.28

[3]
87
Properties=species:S:1:pos:R:3:mulliken_charge:R:1 method="wB97M-V/def2-TZVPD" charge=+1 homo_lumo_gap_ev="5.6 / 6.2" energy_ev=-51208.83151 s2=2.0088 max_force_ha_per_bohr=0.0844 spin_multiplicity=3
C -0.64308 2.79033 1.79251 -0.65
C -0.93906 4.11898 2.64817 -0.49
S -1.20498 5.65262 1.63306 -0.10
C -3.06220 5.82902 1.36203 -0.69
C -3.51923 4.56215 0.50973 0.45
C -2.61501 3.97192 -0.63435 -0.49
N -3.15169 2.86236 -1.34128 0.40
N -4.26681 2.16733 -1.22927 -0.66
C -5.18345 2.57204 -0.24909 -0.36
C -4.85612 3.79360 0.63892 0.27
C -5.94610 4.25633 1.72526 -0.47
C -6.39617 3.09439 2.72916 -0.56
N -7.24846 2.03352 2.11841 -0.52
H -1.57320 2.32796 1.30935 -0.01
H 0.19899 2.92608 1.01465 0.28
H -0.26070 2.00287 2.54324 0.42
H -1.86640 3.93963 3.28755 0.27
H 0.00232 4.31392 3.28204 0.37
H -3.52214 5.89865 2.40014 0.36
H -3.30233 6.76050 0.72560 0.35
H -1.59354 4.42783 -0.90401 0.37
H -2.52587 2.53363 -2.10814 0.36
H -6.17590 1.99750 -0.16222 0.53
H -6.82224 4.81779 1.23425 0.34
H -5.41282 5.05238 2.37222 0.15
H -5.50809 2.63806 3.30886 0.30
H -7.04312 3.60350 3.54195 0.34
H -6.77779 1.12800 2.24353 0.23
H -8.18710 1.98794 2.52944 0.24
C -0.93090 -2.96823 -4.15085 -1.61
C -0.58667 -3.17098 -2.64679 1.82
C -1.68164 -4.00576 -1.94282 -1.47
C -2.95934 -3.22834 -1.66122 -0.52
C -2.64108 -1.95650 -0.88412 -1.23
C -1.58690 -1.07854 -1.58902 2.19
N -0.36496 -1.84289 -1.99522 0.26
O 0.37101 -2.05236 -0.87235 -0.56
C -2.24677 -0.41324 -2.82149 -2.17
C -1.24650 0.12067 -0.66603 -2.18
C 0.69166 -4.05522 -2.68229 -2.02
H -0.10476 -3.26688 -4.80256 0.47
H -1.80678 -3.54947 -4.45108 0.31
H -1.11390 -1.93025 -4.42237 0.36
H -1.29985 -4.38797 -0.98761 0.37
H -1.92182 -4.89238 -2.53873 0.43
H -3.47965 -2.99670 -2.59569 0.27
H -3.64402 -3.84998 -1.07599 0.42
H -3.56601 -1.38805 -0.73345 0.35
H -2.29022 -2.23452 0.11713 0.43
H -1.50795 0.13267 -3.41742 0.44
H -3.00882 0.31059 -2.51450 0.33
H -2.76263 -1.12083 -3.47104 0.43
H -0.89184 -0.19409 0.31882 0.46
H -2.12862 0.74132 -0.48700 0.43
H -0.48165 0.76119 -1.11882 0.57
H 1.53467 -3.51650 -3.12494 0.50
H 0.51786 -4.95205 -3.28488 0.48
H 0.99160 -4.40333 -1.69016 0.36
C 7.07293 -2.17128 0.21825 -1.59
C 6.41672 -1.03504 1.05471 1.77
C 5.92631 -1.57367 2.41858 -1.48
C 4.65030 -2.39832 2.32934 -0.60
C 3.55975 -1.60673 1.61734 -1.05
C 4.00373 -1.09914 0.23024 2.17
N 5.32478 -0.38979 0.26236 0.30
O 5.10974 0.84508 0.78933 -0.55
C 4.05628 -2.30323 -0.74077 -2.00
C 2.87516 -0.21264 -0.35386 -1.78
C 7.60171 -0.07502 1.35672 -1.83
H 8.07279 -1.89630 -0.13043 0.46
H 7.17321 -3.09578 0.79325 0.32
H 6.53428 -2.40802 -0.69721 0.33
H 5.74167 -0.73605 3.10325 0.38
H 6.71135 -2.17256 2.89243 0.41
H 4.84305 -3.34637 1.81794 0.26
H 4.31171 -2.65784 3.33748 0.42
H 2.66686 -2.23438 1.52099 0.18
H 3.26808 -0.76067 2.25184 0.47
H 4.47263 -2.01029 -1.70949 0.48
H 3.05252 -2.69683 -0.93008 0.18
H 4.63229 -3.14552 -0.35495 0.36
H 2.61633 0.62473 0.30058 0.41
H 1.95623 -0.79133 -0.48907 0.25
H 3.15694 0.18975 -1.33227 0.52
H 7.97869 0.39015 0.44130 0.47
H 8.42998 -0.62451 1.81509 0.44
H 7.33280 0.71944 2.05792 0.36

[4]
43
Properties=species:S:1:pos:R:3:mulliken_charge:R:1 method="wB97M-V/def2-TZVPD" e_above_lowest_ev=4.4979 charge=+1 homo_lumo_gap_ev="7.3 / 4.7" energy_ev=-140929.05524 s2=0.7543 max_force_ha_per_bohr=0.0813 spin_multiplicity=2
Cu 21.52260 -12.45417 6.91533 0.64
Br 23.03655 -10.77482 5.53912 -0.68
C 21.26712 -12.51494 1.99085 0.66
O 20.61014 -12.99727 2.91516 -0.65
N 21.84754 -11.27576 2.10089 -0.24
N 21.44336 -13.12698 0.80374 -0.40
H 22.37406 -10.87320 1.35070 0.15
H 21.84914 -10.79291 2.97671 0.13
H 22.01967 -12.72370 0.09517 0.17
H 21.10120 -14.07066 0.74599 0.23
C 26.10267 -14.11852 5.06726 0.59
O 26.24905 -14.02048 6.28695 -0.65
N 26.75836 -15.05166 4.33203 -0.38
N 25.24290 -13.32039 4.36290 -0.19
H 27.34164 -15.72241 4.79436 0.23
H 26.67278 -15.04599 3.33605 0.16
H 25.11812 -13.39100 3.37487 0.15
H 24.71094 -12.65768 4.90149 0.10
C 24.45050 -8.14149 2.58076 0.74
O 23.77235 -7.45986 3.35406 -0.73
N 25.02568 -7.64120 1.43090 -0.44
N 24.72729 -9.44876 2.81158 -0.19
H 24.91876 -6.65523 1.27830 0.24
H 25.53988 -8.22622 0.80707 0.17
H 25.50768 -9.90359 2.37491 0.24
H 24.44657 -9.81868 3.69424 -0.07
C 24.10210 -5.38538 5.91054 -1.40
C 23.53804 -6.60406 6.65231 0.73
C 22.90815 -6.31189 8.03276 -0.59
O 23.84006 -6.26920 9.07845 -0.37
C 24.89489 -5.32418 8.97767 -0.66
N 22.61849 -7.20984 5.73126 -0.14
H 24.29568 -5.58807 4.85292 0.34
H 25.03298 -4.98619 6.30579 0.38
H 23.46544 -4.49766 5.85498 0.35
H 24.41332 -7.27190 6.76605 0.25
H 22.22200 -7.12440 8.28910 0.32
H 22.27716 -5.41747 8.08368 0.35
H 25.33182 -5.21526 9.96350 0.27
H 24.51847 -4.36323 8.61344 0.33
H 25.65870 -5.63997 8.26282 0.23
H 22.31900 -8.15956 6.03306 0.29
H 23.09458 -7.48249 4.83806 0.33

[5]
29
Properties=species:S:1:pos:R:3:mulliken_charge:R:1 method="wB97M-V/def2-TZVPD" e_above_lowest_ev=0.0000 homo_lumo_gap_ev=9.3 energy_ev=-163023.11563 max_force_ha_per_bohr=0.0366 spin_multiplicity=1
Br -1.97894 4.20799 -1.45452 -0.20
Br 4.61944 2.52539 -0.51971 -0.20
S -0.12044 -3.00419 -0.26478 -0.20
C -1.82199 -2.17485 1.49350 -0.73
C -1.09647 -0.99406 1.00031 -0.35
C -1.37731 -3.31742 0.89278 0.51
C -0.20352 -1.25276 0.01641 -0.05
N 0.64035 1.10328 -0.27267 0.34
C -1.89452 -4.70359 1.20776 -1.07
C 0.71988 -0.29929 -0.70692 -1.00
C -0.89934 3.07969 -0.20640 -0.56
C 2.78550 1.99663 -1.09868 -0.50
C -0.31051 1.92008 -1.04780 -1.01
C 1.90977 1.69927 0.16308 -1.01
H -2.57698 -2.13495 2.26874 0.34
H -1.28816 -0.02585 1.40846 0.43
H -2.15561 -5.20959 0.26139 0.30
H -2.77337 -4.60728 1.82589 0.33
H -1.12499 -5.32716 1.71659 0.27
H 0.52561 -0.39225 -1.77989 0.39
H 1.75036 -0.59772 -0.56309 0.61
H -0.08754 3.68777 0.22723 0.36
H -1.52319 2.71828 0.62117 0.35
H 2.31952 2.78662 -1.67455 0.38
H 2.79793 1.13459 -1.76321 0.40
H -1.14859 1.27616 -1.29673 0.49
H 0.12340 2.28398 -1.98133 0.49
H 1.76328 2.62506 0.71648 0.38
H 2.42645 0.99617 0.81049 0.51